Computed, not measured: C2H4O2Zn as an isolated structure in a non-equilibrium geometry, with the ωB97M-V functional and the def2-TZVPD basis.

The geometry in XYZ format:
```
9
Properties=species:S:1:pos:R:3
O 0.257 1.386 -0.220
H -0.057 2.276 -0.425
O 0.873 -1.094 0.260
Zn 2.133 0.556 0.119
H 1.017 -2.032 0.438
C -0.472 -0.788 0.115
C -0.786 0.479 -0.115
H -1.773 0.803 -0.439
H -1.191 -1.587 0.267
```

Calculated values
Electronic energy, eV: -54629.695
Net charge: +2
Frontier orbital gap, eV: 5.38
HOMO level, eV: -18.97
LUMO, eV: -13.590

=====

Computed, not measured: C3H7O3 as an isolated structure in a non-equilibrium geometry, with the ωB97M-V functional and the def2-TZVPD basis.

The geometry in XYZ format:
```
13
Properties=species:S:1:pos:R:3
C -0.779 -2.145 0.786
O -1.142 -0.854 0.443
H 0.266 -2.175 1.208
H -1.472 -2.623 1.533
H -0.804 -2.822 -0.122
O 2.047 2.009 -0.121
C 0.890 1.570 -0.189
O -0.084 2.064 0.665
C 0.372 0.693 -1.155
H 0.183 2.991 0.814
H -0.312 -0.174 -0.373
H 1.206 0.228 -1.692
H -0.372 1.237 -1.797
```

Calculated values
Electronic energy, eV: -9366.432
Net charge: -1
Frontier orbital gap, eV: 7.09
HOMO level, eV: -3.13
LUMO, eV: 3.963
Energy relative to the best compared isomer or geometry (same formula, charge and spin), kcal/mol: 62.9

=====

Computed, not measured: C24H25N10O5RbS as an isolated structure, with the ωB97M-V functional and the def2-TZVPD basis.

The geometry in XYZ format:
```
66
Properties=species:S:1:pos:R:3
Rb -1.537 -0.548 0.336
N -5.288 -0.996 2.778
C -5.253 -1.687 1.585
S -6.720 -2.057 0.795
N -4.039 -2.066 1.235
N -3.714 -2.294 -0.040
C -2.858 -3.231 -0.239
C -2.161 -3.341 -1.525
C -1.270 -4.402 -1.732
C -0.576 -4.487 -2.919
C -0.773 -3.511 -3.888
C -1.659 -2.487 -3.592
N -2.336 -2.388 -2.452
H -6.159 -1.057 3.279
H -4.442 -1.030 3.326
H -2.559 -3.903 0.564
H -1.122 -5.125 -0.941
H 0.125 -5.297 -3.085
H -0.239 -3.524 -4.828
H -1.825 -1.686 -4.307
O -2.632 2.995 -0.982
C -2.291 2.419 -2.225
C -1.147 3.155 -2.913
C 0.175 3.118 -2.144
C 1.022 1.902 -2.388
C 2.414 2.002 -2.422
C 3.177 0.854 -2.519
C 2.534 -0.371 -2.601
C 1.149 -0.372 -2.603
N 0.404 0.727 -2.503
H -1.989 2.697 -0.316
H -3.182 2.485 -2.853
H -2.040 1.360 -2.118
H -1.451 4.200 -3.029
H -1.012 2.737 -3.917
H -0.037 3.143 -1.070
H 0.773 4.006 -2.362
H 2.881 2.975 -2.333
H 4.259 0.912 -2.519
H 3.082 -1.302 -2.648
H 0.607 -1.310 -2.661
O 2.282 4.358 6.146
C 1.541 4.394 5.141
O 1.036 5.369 4.556
C 1.277 3.019 4.485
C 1.588 1.842 5.154
C 1.386 0.627 4.523
N 0.952 0.510 3.267
C 0.636 1.641 2.632
C 0.746 2.902 3.208
C 0.200 1.474 1.187
O 0.851 0.653 0.485
O -0.790 2.127 0.792
H 2.003 1.907 6.151
H 1.600 -0.306 5.036
H 0.447 3.789 2.667
N 3.119 -0.715 1.543
C 3.449 -1.774 0.822
N 4.783 -1.946 0.506
N 2.648 -2.704 0.367
C 1.343 -2.683 0.575
N 0.206 -2.850 0.735
H 3.831 -0.047 1.782
H 2.131 -0.390 1.633
H 5.446 -1.514 1.128
H 5.001 -2.898 0.255
```

Calculated values
Electronic energy, eV: -61927.023
Net charge: -2
Frontier orbital gap, eV: 5.80
HOMO level, eV: -2.35
LUMO, eV: 3.453
Energy relative to the best compared isomer or geometry (same formula, charge and spin), kcal/mol: 23.2

=====

Computed, not measured: an isolated molecule of C6H8IN5 in a non-equilibrium geometry, with the ωB97M-V functional and the def2-TZVPD basis.

The geometry in XYZ format:
```
20
Properties=species:S:1:pos:R:3
C 0.525 1.705 -0.184
C 0.637 0.237 -0.542
I 2.970 -0.327 0.647
N 0.731 -0.057 -1.867
N 0.264 -1.339 -2.040
C -0.532 -1.712 -1.005
N -1.165 -2.874 -0.788
C -1.745 -2.976 0.420
N -1.697 -2.073 1.373
C -0.936 -0.946 1.255
N -0.863 0.022 2.214
C -0.357 -0.707 -0.012
H 0.836 2.404 -1.047
H 1.282 1.904 0.634
H -0.501 1.788 0.193
H 1.286 0.455 -2.622
H 0.505 -1.986 -2.824
H -2.066 -3.946 0.806
H -0.238 0.784 1.995
H -1.559 0.024 2.849
```

Calculated values
Electronic energy, eV: -21901.654
Structure (SMILES): C[C@]1(I)NNc2ncnc(N)c21
Frontier orbital gap, eV: 7.54
HOMO level, eV: -7.78
LUMO, eV: -0.237

=====

Computed, not measured: an isolated molecule of C5H9NO3 in a non-equilibrium geometry, with the ωB97M-V functional and the def2-TZVPD basis.

The geometry in XYZ format:
```
18
Properties=species:S:1:pos:R:3
C -1.623 -1.152 0.332
C -0.118 -0.905 0.436
C 0.505 -0.739 -0.959
N 1.485 0.350 -0.929
C 1.002 1.550 -0.964
O -0.299 1.806 -1.188
C 0.146 0.323 1.377
O -0.735 1.023 1.851
O 1.430 0.365 1.822
H -2.122 -0.346 -0.217
H -1.824 -2.093 -0.191
H -2.085 -1.205 1.324
H 0.329 -1.776 0.930
H 1.040 -1.659 -1.225
H -0.248 -0.583 -1.741
H 1.630 2.449 -0.914
H -0.528 2.723 -0.957
H 2.015 -0.131 1.213
```

Calculated values
Electronic energy, eV: -12963.185
Structure (SMILES): C[C@@H](C/N=C\O)C(=O)O
Frontier orbital gap, eV: 10.80
HOMO level, eV: -10.23
LUMO, eV: 0.570
Energy relative to the best compared isomer or geometry (same formula, charge and spin), kcal/mol: 35.1

=====

Computed, not measured: a 2-piece molecular cluster, CH3FO2S overall in a non-equilibrium geometry, with the ωB97M-V functional and the def2-TZVPD basis.

The geometry in XYZ format:
```
8
Properties=species:S:1:pos:R:3
C 1.126 0.362 -0.887
O 0.145 2.600 -0.111
O 1.870 1.630 1.341
F 2.017 -0.577 -0.583
S 0.701 1.462 0.509
H -0.859 -0.391 -1.895
H 1.608 0.858 -1.737
H -0.344 1.079 1.401
```

Calculated values
Electronic energy, eV: -18726.867
Frontier orbital gap (alpha / beta), eV: 9.74 / 9.43
HOMO level (alpha / beta), eV: -11.33 / -10.51
LUMO (alpha / beta), eV: -1.595 / -1.086
Energy relative to the best compared isomer or geometry (same formula, charge and spin), kcal/mol: 130.0

=====

Computed, not measured: C24H24N4OS5Sn as an isolated structure in a non-equilibrium geometry, with the ωB97M-V functional and the def2-TZVPD basis.

The geometry in XYZ format:
```
59
Properties=species:S:1:pos:R:3
Sn 15.386 11.746 8.446
S 17.805 13.023 8.594
C 19.515 12.518 8.784
C 19.880 11.315 9.364
C 21.221 11.031 9.561
C 22.197 11.924 9.189
C 21.824 13.081 8.543
C 20.493 13.381 8.353
H 19.092 10.648 9.659
H 21.499 10.134 10.131
H 23.240 11.726 9.366
H 22.554 13.818 8.199
H 20.176 14.251 7.850
S 8.225 12.664 9.007
C 10.018 12.501 9.018
C 10.769 13.184 9.919
C 12.142 13.075 9.865
N 12.785 12.354 8.940
C 12.020 11.671 8.073
C 10.634 11.671 8.085
C 8.140 14.210 8.091
C 8.238 15.451 8.729
C 8.014 16.602 7.999
N 7.676 16.589 6.714
C 7.613 15.389 6.117
C 7.811 14.200 6.758
H 10.325 13.811 10.673
H 12.728 13.610 10.588
H 12.542 11.080 7.344
H 10.112 11.026 7.399
H 8.449 15.516 9.783
H 8.056 17.581 8.457
H 7.405 15.421 5.078
H 7.735 13.277 6.228
C 19.131 15.569 11.639
C 17.654 15.464 11.931
C 17.044 15.611 13.138
C 15.641 15.482 13.182
N 14.893 15.185 12.125
C 15.530 15.019 10.934
S 14.676 14.642 9.531
N 16.879 15.152 10.864
C 15.011 15.651 14.538
H 19.657 15.887 12.519
H 19.264 16.305 10.807
H 19.526 14.623 11.238
H 17.666 15.848 14.001
H 17.324 14.937 9.978
H 15.692 15.277 15.338
H 14.037 15.139 14.557
H 14.807 16.714 14.641
C 16.972 7.629 8.301
O 16.272 8.801 8.886
C 15.057 8.555 9.383
S 14.300 7.095 9.397
S 14.296 9.973 10.015
H 17.911 8.024 7.939
H 16.374 7.174 7.473
H 17.099 6.901 9.091
```

Calculated values
Electronic energy, eV: -93292.840
Frontier orbital gap, eV: 6.93
HOMO level, eV: -7.40
LUMO, eV: -0.476